{"formula": "C4H8OS", "method": "ωB97M-V/def2-TZVPD", "species": ["C", "C", "O", "C", "C", "S", "H", "H", "H", "H", "H", "H", "H", "H"], "positions_angstrom": [[0.869, -2.588, 0.520], [0.419, -1.363, 0.792], [-0.066, -0.524, -0.189], [-0.497, 0.689, 0.279], [-0.975, 1.665, -0.815], [0.149, 1.912, -2.184], [0.926, -2.940, -0.467], [1.271, -3.245, 1.323], [0.603, -0.910, 1.727], [0.344, 1.119, 0.857], [-1.287, 0.492, 1.033], [-1.948, 1.371, -1.134], [-1.092, 2.554, -0.276], [1.283, 1.770, -1.468]], "homo_ha": -0.3288, "multiplicity": 1, "charge": 0, "largest_force_ev_per_a": 2.20, "lumo_ev": 0.934, "smiles": "C=COCCS", "e_above_lowest_kj_mol": 155.8}



{"formula": "C4H8OS2", "method": "ωB97M-V/def2-TZVPD", "species": ["C", "C", "O", "C", "S", "S", "C", "H", "H", "H", "H", "H", "H", "H", "H"], "positions_angstrom": [[-0.256, 0.291, -1.238], [-1.125, 0.443, -2.415], [-1.290, 1.476, -3.026], [0.224, -1.113, -0.882], [-0.332, -1.912, 0.630], [-0.844, 0.210, 2.084], [0.820, 0.464, 2.749], [-0.825, 0.687, -0.340], [0.526, 0.996, -0.999], [-1.603, -0.496, -2.804], [0.082, -1.799, -1.752], [1.308, -0.977, -0.699], [0.933, 0.148, 3.794], [1.594, 0.012, 2.116], [0.788, 1.569, 2.779]], "homo_ha": [-0.0750, -0.1334], "multiplicity": 2, "charge": -1, "largest_force_ev_per_a": 2.67, "lumo_ev": [3.758, 3.531], "s_squared": 0.754, "e_above_lowest_kj_mol": 68.8}



{"formula": "C4H8OS2", "method": "ωB97M-V/def2-TZVPD", "species": ["C", "C", "C", "C", "H", "H", "H", "H", "H", "H", "H", "H", "O", "S", "S"], "positions_angstrom": [[1.157, -0.540, -0.141], [-0.283, -0.052, 0.242], [-0.606, 1.040, -0.804], [-1.396, -1.014, -0.179], [2.266, 0.522, 1.014], [1.351, -1.479, 0.381], [1.124, -0.798, -1.201], [0.463, 1.443, 1.913], [-1.253, 1.742, -0.400], [0.253, 1.552, -1.286], [-1.078, -2.054, -0.230], [-2.321, -0.910, 0.395], [2.266, 0.303, 0.076], [-0.375, 0.418, 2.001], [-1.568, -0.171, -1.780]], "homo_ha": -0.3276, "multiplicity": 1, "charge": 0, "largest_force_ev_per_a": 2.08, "lumo_ev": 0.586, "e_above_lowest_kj_mol": 93.5}



{"formula": "C4H8P", "method": "ωB97M-V/def2-TZVPD", "species": ["C", "C", "C", "C", "P", "H", "H", "H", "H", "H", "H", "H", "H"], "positions_angstrom": [[1.523, 0.302, -1.280], [2.014, -0.093, -0.160], [-0.656, -1.500, -0.141], [-0.418, 1.194, 1.277], [0.236, 0.090, 0.037], [1.668, 0.309, -2.338], [2.869, -0.456, 0.330], [-1.303, -1.494, 0.795], [0.134, -2.284, 0.055], [-1.190, -1.824, -1.038], [-1.591, 0.960, 1.350], [-0.174, 2.238, 1.102], [0.007, 0.994, 2.227]], "homo_ha": -0.5591, "multiplicity": 1, "charge": 1, "largest_force_ev_per_a": 3.19, "lumo_ev": -3.833, "e_above_lowest_kj_mol": 5.6}



{"formula": "C4H8P2", "method": "ωB97M-V/def2-TZVPD", "species": ["C", "C", "C", "C", "P", "P", "H", "H", "H", "H", "H", "H", "H", "H"], "positions_angstrom": [[-1.002, 0.505, 0.439], [0.939, -0.240, 0.141], [-3.700, 0.139, -0.195], [3.615, -0.162, -0.271], [-1.919, -0.447, -0.484], [2.058, 0.828, -0.413], [-1.213, 1.396, 0.996], [1.197, -1.090, 0.657], [-4.044, 0.679, -1.045], [-4.413, -0.675, -0.020], [-3.628, 0.584, 0.795], [3.563, -1.223, -0.666], [4.609, 0.205, -0.662], [3.937, -0.499, 0.728]], "homo_ha": -0.3348, "multiplicity": 1, "charge": 0, "largest_force_ev_per_a": 5.27, "lumo_ev": 0.227, "e_above_lowest_kj_mol": 421.3}



{"formula": "C4H8P2", "method": "ωB97M-V/def2-TZVPD", "species": ["C", "P", "C", "H", "H", "H", "H", "H", "C", "C", "P", "H", "H", "H"], "positions_angstrom": [[0.719, -1.840, -0.850], [0.974, -0.246, -0.628], [2.294, -0.199, 0.771], [1.379, -2.494, -0.349], [-0.086, -2.235, -1.499], [2.096, -1.069, 1.425], [3.366, -0.047, 0.460], [2.092, 0.678, 1.321], [-1.921, 1.749, -0.245], [-2.378, 0.441, -0.115], [-3.064, -0.901, 0.248], [-0.802, 1.814, -0.418], [-2.472, 2.341, -0.960], [-2.196, 2.007, 0.840]], "homo_ha": -0.3331, "multiplicity": 1, "charge": 0, "largest_force_ev_per_a": 3.69, "lumo_ev": 0.425, "smiles": "C=PC.CC#P", "e_above_lowest_kj_mol": 263.8}